(1)
Formula: C4H11AlAs2F12NO
Source: the OMol25 dataset
Level of theory: wB97M-V/def2-TZVPD

Cartesian coordinates (Å):
Al1 -0.59966 0.58024 -2.07589
As1 3.82013 1.69011 -2.37170
F1 4.38728 0.18234 -1.47507
F2 5.58000 2.14275 -2.50600
F3 3.29671 3.08509 -3.35691
F4 2.08017 1.28874 -2.12884
F5 3.74919 2.63522 -0.90623
F6 3.79483 0.71326 -3.92275
As2 -2.10777 -3.68612 -1.29278
F7 -2.62465 -5.27193 -0.63922
F8 -0.50086 -3.67192 -0.52657
F9 -1.68809 -2.14151 -2.04512
F10 -3.68830 -3.39480 -2.09917
F11 -2.80004 -2.71294 0.17447
F12 -1.46818 -4.58036 -2.73593
C1 -1.70670 -0.58486 3.00630
C2 -1.51701 0.19236 1.73149
C3 -0.41822 1.29603 1.86537
O1 -0.09010 1.75136 0.55647
C4 0.77254 2.90090 0.50632
N1 -1.21036 -0.78188 0.65722
H1 -1.90884 0.05142 3.86792
H2 -0.81345 -1.08630 3.37882
H3 -2.43045 -1.39516 2.91852
H4 -2.41351 0.78853 1.56133
H5 0.49743 1.01339 2.38480
H6 -0.84386 2.08158 2.48973
H7 0.44686 3.85336 0.92447
H8 1.11375 3.08882 -0.51170
H9 1.70248 2.86082 1.07351
H10 -0.45078 -1.43144 0.80288
H11 -1.96055 -1.45709 0.69428

Its energy relative to the best compared isomer or geometry (same formula, charge and spin) is 3.013 eV. The value obtained for the highest occupied orbital energy is -0.554 Ha. For the largest force on an atom, the calculation gives 0.1006 hartree/bohr. The value obtained for the frontier orbital gap is 2.41 eV. Its LUMO energy is -12.66 eV. As for the total charge: +1.



(2)
Formula: C4H11AlAsF6NO
Source: the OMol25 dataset
Level of theory: wB97M-V/def2-TZVPD

Cartesian coordinates (Å):
Al1 0.51154 -1.64303 0.97412
As1 2.71730 0.99225 1.90621
F1 2.03842 0.95978 3.55781
F2 3.82202 2.26322 2.41755
F3 3.42140 1.14210 0.29832
F4 1.58358 -0.30379 1.34795
F5 1.39296 2.17940 1.56584
F6 3.87036 -0.21592 2.42834
C1 -1.76666 -1.13137 -2.63910
C2 -0.74246 -0.99798 -1.56601
C3 -1.24544 0.10266 -0.64058
O1 -0.34538 0.30017 0.45893
C4 -0.57616 1.51920 1.18186
N1 -0.86718 -2.21420 -0.78707
H1 -1.56856 -1.92008 -3.36490
H2 -1.79283 -0.27502 -3.31296
H3 -2.75484 -1.28915 -2.20700
H4 0.24196 -0.88112 -2.01917
H5 -2.30556 0.11342 -0.38737
H6 -1.26890 0.99178 -1.27067
H7 -1.44583 1.62474 1.83042
H8 -0.76294 2.32150 0.46806
H9 0.36355 1.72000 1.69640
H10 -1.85280 -2.32394 -0.59572
H11 -0.66758 -3.03462 -1.34129

Its energy relative to the best compared isomer or geometry (same formula, charge and spin) is 0.000 eV. The value obtained for the highest occupied orbital energy is -0.658 Ha. For the largest force on an atom, the calculation gives 0.2012 hartree/bohr. The value obtained for the frontier orbital gap is 3.96 eV. Its LUMO energy is -13.95 eV. As for the total charge: +2.



(3)
Formula: C4H11AsF6NORb
Source: the OMol25 dataset
Level of theory: wB97M-V/def2-TZVPD

Cartesian coordinates (Å):
Rb1 0.69813 2.79321 2.07788
As1 2.58161 2.34312 -2.06602
F1 2.84141 0.54970 -2.18279
F2 3.38996 2.43973 -3.69088
F3 2.53288 4.11137 -1.98896
F4 1.70252 2.23245 -0.48066
F5 4.14342 2.46008 -1.19353
F6 0.98986 2.37067 -2.87887
C1 -1.36113 -0.37708 2.75647
C2 -0.36613 -0.49859 1.55985
C3 -0.48321 -1.78246 0.69651
O1 -1.76031 -1.89699 0.12816
C4 -1.88530 -2.41804 -1.17298
N1 -0.74634 0.61483 0.70535
H1 -0.96801 -1.07747 3.49336
H2 -2.31728 -0.78816 2.43261
H3 -1.52625 0.62625 3.14913
H4 0.69559 -0.45417 1.80253
H5 -0.28524 -2.70140 1.24829
H6 0.26016 -1.72810 -0.09882
H7 -1.58608 -3.44955 -1.35893
H8 -1.34965 -1.79619 -1.89026
H9 -2.93563 -2.36506 -1.45951
H10 -1.74731 0.49915 0.63630
H11 -0.51769 0.29272 -0.22421

Its energy relative to the best compared isomer or geometry (same formula, charge and spin) is 1.048 eV. The value obtained for the highest occupied orbital energy is -0.385 Ha. For the largest force on an atom, the calculation gives 0.0493 hartree/bohr. The value obtained for the frontier orbital gap is 9.32 eV. Its LUMO energy is -1.15 eV. As for the total charge: 0.



(4)
Formula: C4H11AuO2
Source: the OMol25 dataset
Level of theory: wB97M-V/def2-TZVPD

Cartesian coordinates (Å):
C1 -0.83172 2.49416 -1.44087
H1 -1.89665 2.30374 -1.23647
H2 -0.63911 3.28240 -0.69535
H3 -0.43217 2.96400 -2.35272
Au1 1.09567 0.98933 -0.16905
O1 0.28482 -0.05076 -1.58460
H4 -0.69260 1.19534 -1.92891
C2 0.88289 -0.66545 2.39334
O2 0.50632 -0.41789 1.05121
C3 0.26013 -1.59224 0.27869
C4 -0.39262 -1.13294 -1.01167
H5 1.05705 0.30515 2.87134
H6 0.07304 -1.19442 2.91615
H7 1.79999 -1.27213 2.43677
H8 -0.40943 -2.26796 0.83389
H9 1.20520 -2.13169 0.09991
H10 -1.42317 -0.81010 -0.76636
H11 -0.44764 -1.99857 -1.69530

Its energy relative to the best compared isomer or geometry (same formula, charge and spin) is 2.100 eV. Its multiplicity is 4. The value obtained for the highest occupied orbital energy (alpha / beta) is -0.414 / -0.543 Ha. The expectation value of S² is 3.768. For the largest force on an atom, the calculation gives 0.1218 hartree/bohr. The value obtained for the frontier orbital gap (alpha / beta) is 8.46 / 7.01 eV. Its LUMO energy (alpha / beta) is -2.80 / -7.77 eV. As for the total charge: +1.



(5)
Formula: C4H11B
Source: the OMol25 dataset
Level of theory: wB97M-V/def2-TZVPD

Cartesian coordinates (Å):
B1 -1.36029 1.41529 -0.21725
C1 -0.68389 -0.13483 0.62359
C2 -0.89966 -1.46589 -0.19789
C3 0.91344 0.02171 0.74085
C4 1.56281 0.51899 -0.55263
H1 -1.40566 2.37931 0.42603
H2 -1.80324 1.15758 -1.27493
H3 -1.15125 -0.03850 1.55612
H4 -1.97276 -2.02891 -0.21141
H5 -0.27229 -2.15580 0.29973
H6 -0.51467 -1.35454 -1.24686
H7 1.24644 -0.93514 1.09413
H8 1.20771 0.79038 1.46543
H9 2.67716 0.21280 -0.70200
H10 1.52254 1.66801 -0.45345
H11 0.93360 -0.05045 -1.34946

Its energy relative to the best compared isomer or geometry (same formula, charge and spin) is 2.934 eV. The SMILES is B[C@@H](C)CC. The value obtained for the highest occupied orbital energy is -0.347 Ha. For the largest force on an atom, the calculation gives 0.0973 hartree/bohr. The value obtained for the frontier orbital gap is 9.69 eV. Its LUMO energy is 0.25 eV. As for the total charge: 0.



(6)
Formula: C4H11B
Source: the OMol25 dataset
Level of theory: wB97M-V/def2-TZVPD

Cartesian coordinates (Å):
B1 -1.03513 -0.63594 -1.12828
C1 1.46128 -0.29702 -0.31663
C2 -0.20471 1.55356 -0.24253
C3 -0.31352 -0.63088 1.29901
C4 -0.01106 -0.03218 -0.06790
H1 -2.67776 -1.66583 -0.38761
H2 -1.01337 -0.75198 -2.28622
H3 1.93655 0.08343 0.53458
H4 1.75160 0.30432 -1.13942
H5 1.75459 -1.37587 -0.40716
H6 0.43995 2.07265 -1.00431
H7 0.24250 2.04921 0.62130
H8 -1.22384 1.65425 -0.45622
H9 0.01219 -1.63472 1.22241
H10 0.32443 -0.09688 2.07074
H11 -1.44370 -0.59610 1.68826

Its energy relative to the best compared isomer or geometry (same formula, charge and spin) is 4.617 eV. The value obtained for the highest occupied orbital energy is -0.329 Ha. For the largest force on an atom, the calculation gives 0.0693 hartree/bohr. The value obtained for the frontier orbital gap is 8.92 eV. Its LUMO energy is -0.03 eV. As for the total charge: 0.



(7)
Formula: C4H11BiO2
Source: the OMol25 dataset
Level of theory: wB97M-V/def2-TZVPD

Cartesian coordinates (Å):
C1 -1.22435 1.79388 1.53533
H1 -0.12583 1.89542 1.45787
H2 -1.34275 0.71285 1.73538
H3 -1.83044 1.96744 0.62958
Bi1 -2.02557 2.87763 3.51954
O1 -1.02191 4.49211 2.49780
H4 -0.82465 4.10900 1.47924
C2 -0.63858 3.37171 6.37966
O2 -0.57370 3.61883 4.98592
C3 -0.04075 4.89024 4.64070
C4 0.17901 4.88078 3.14817
H5 -1.07159 2.37458 6.51633
H6 0.37238 3.39969 6.81109
H7 -1.26857 4.12213 6.88077
H8 0.91705 5.05389 5.15823
H9 -0.72959 5.69246 4.95183
H10 0.96179 4.14441 2.90206
H11 0.49785 5.88078 2.82027

Its energy relative to the best compared isomer or geometry (same formula, charge and spin) is 0.244 eV. Its multiplicity is 2. The value obtained for the highest occupied orbital energy (alpha / beta) is -0.398 / -0.479 Ha. The expectation value of S² is 0.753. For the largest force on an atom, the calculation gives 0.1055 hartree/bohr. The value obtained for the frontier orbital gap (alpha / beta) is 7.31 / 8.67 eV. Its LUMO energy (alpha / beta) is -3.51 / -4.37 eV. As for the total charge: +1.



(8)
Formula: C4H11Br2Cl2HfN2O13
Source: the OMol25 dataset
Level of theory: wB97M-V/def2-TZVPD

Cartesian coordinates (Å):
Hf1 -2.33036 -17.55604 -16.59277
Cl1 -1.57922 -20.95164 -18.56587
O1 -2.45047 -21.85191 -17.85744
O2 -1.71287 -19.65374 -17.89788
O3 -0.20415 -21.30271 -18.53227
O4 -2.08041 -20.85149 -19.90918
Cl2 -4.88225 -16.90672 -13.65802
O5 -6.03948 -17.63386 -14.12156
O6 -5.10906 -15.50675 -13.50173
O7 -4.35886 -17.46463 -12.45533
O8 -3.87504 -17.11728 -14.71072
C1 -5.30465 -18.46967 -19.90833
C2 -5.17713 -18.02664 -18.47801
O9 -3.96908 -17.47806 -18.10580
H1 -5.37007 -17.58710 -20.55275
H2 -6.23252 -19.04294 -19.95762
H3 -4.45342 -19.03730 -20.28462
H4 -5.37816 -18.88586 -17.80710
H5 -6.10326 -17.50649 -18.17405
Br1 -0.49177 -16.38299 -18.27476
Br2 -0.68588 -18.93054 -14.82564
C3 -2.66070 -12.92984 -17.17313
N1 -3.54425 -14.01514 -16.65104
O10 -3.10860 -15.15466 -16.60498
O11 -4.66799 -13.74637 -16.32945
H6 -1.82742 -13.48168 -17.60781
H7 -2.32976 -12.35548 -16.31520
H8 -3.16737 -12.42176 -17.98495
C4 -5.39270 -21.13653 -16.09267
N2 -4.28179 -20.46906 -15.41139
O12 -3.74938 -19.53321 -15.99167
O13 -3.90488 -20.83623 -14.33073
H9 -6.24358 -20.46354 -15.96800
H10 -5.64366 -22.08147 -15.62853
H11 -5.14024 -21.16529 -17.14869

Its energy relative to the best compared isomer or geometry (same formula, charge and spin) is 0.867 eV. The value obtained for the highest occupied orbital energy is -0.254 Ha. For the largest force on an atom, the calculation gives 0.0795 hartree/bohr. The value obtained for the frontier orbital gap is 8.13 eV. Its LUMO energy is 1.22 eV. As for the total charge: -1.



Number 1: DFT total energy -6200.92619 Eh. Number 2: DFT total energy -3365.58402 Eh. Number 3: DFT total energy -3148.16557 Eh. Number 4: DFT total energy -444.57214 Eh. Number 5: DFT total energy -183.73903 Eh. Number 6: DFT total energy -183.67717 Eh. Number 7: DFT total energy -523.72009 Eh. Number 8: DFT total energy -7362.58436 Eh.